Model P:
A single C4H12N2S molecule, computed with the ωB97M-V functional and the def2-TZVPD basis.

Bonds (Å) are listed after each position.
Cartesian coordinates (Å):
1 C -1.14 -1.62 1.61  N2 1.460, H8 1.077, H9 1.093, H10 1.093
2 N -0.33 -0.41 1.51  C1 1.460, C3 1.478, H11 1.009
3 C -0.13 0.28 0.22  N2 1.478, C4 1.525, C6 1.536, H12 1.094
4 C 1.29 0.84 0.25  C3 1.525, N5 1.475, H13 1.096, H14 1.088
5 N 1.79 1.44 -1.00  C4 1.475, H15 1.026, H16 1.014
6 C -0.36 -0.54 -1.06  C3 1.536, S7 1.830, H17 1.082, H18 1.087
7 S -1.31 0.41 -2.30  C6 1.830, H19 1.338
8 H -0.83 -2.28 0.82  C1 1.077
9 H -2.22 -1.44 1.63  C1 1.093
10 H -0.93 -2.03 2.61  C1 1.093
11 H -0.67 0.29 2.15  N2 1.009
12 H -0.78 1.16 0.20  C3 1.094
13 H 1.42 1.57 1.06  C4 1.096
14 H 1.96 0.02 0.48  C4 1.088
15 H 1.93 2.45 -0.87  N5 1.026
16 H 1.06 1.53 -1.70  N5 1.014
17 H -0.97 -1.41 -0.83  C6 1.082
18 H 0.58 -0.79 -1.53  C6 1.087
19 H -0.36 0.54 -3.24  S7 1.338

Atom charges from the Löwdin analysis, given in e for atoms 1 to 8: number 1, C, carries -0.12; number 2, N, carries -0.09; number 3, C, carries -0.43; number 4, C, carries -0.26; number 5, N, carries -0.01; number 6, C, carries -0.49; number 7, S, carries 0.72; number 8, H, carries 0.06

***

Model Q:
2 unconnected molecules or ions with the total composition C4H12N2S, computed with the ωB97M-V functional and the def2-TZVPD basis.

Bonds (Å) are listed after each position.
Cartesian coordinates (Å):
1 N -2.52 -1.24 -1.26  C2 1.443, H5 1.015, H6 1.009
2 C -1.55 -0.19 -1.48  N1 1.443, C3 1.327, H7 1.087
3 C -1.55 0.94 -0.78  C2 1.327, N4 1.420, H8 1.083
4 N -0.66 2.02 -1.00  C3 1.420, H9 1.017, H10 1.007
5 H -2.21 -1.79 -0.46  N1 1.015
6 H -2.53 -1.84 -2.07  N1 1.009
7 H -0.80 -0.38 -2.25  C2 1.087
8 H -2.31 1.14 -0.04  C3 1.083
9 H -0.03 1.82 -1.77  N4 1.017
10 H -0.10 2.19 -0.18  N4 1.007
11 C 0.50 -0.53 2.09  S12 1.830, H14 1.087, H15 1.087, H16 1.087
12 S 1.79 0.73 1.80  C11 1.830, C13 1.797
13 C 2.67 -0.04 0.43  S12 1.797, H17 1.089, H18 1.089, H19 1.086
14 H 0.96 -1.51 2.19  C11 1.087
15 H -0.22 -0.49 1.27  C11 1.087
16 H 0.01 -0.27 3.03  C11 1.087
17 H 2.55 0.55 -0.48  C13 1.089
18 H 3.73 -0.09 0.65  C13 1.089
19 H 2.28 -1.04 0.29  C13 1.086

Atom charges from the Löwdin analysis, given in e for atoms 1 to 8: number 1, N, carries 0.00; number 2, C, carries -0.23; number 3, C, carries -0.24; number 4, N, carries 0.02; number 5, H, carries 0.06; number 6, H, carries 0.06; number 7, H, carries 0.10; number 8, H, carries 0.11

***

Model R:
A single C4H12N2S molecule, computed with the ωB97M-V functional and the def2-TZVPD basis.

Bonds (Å) are listed after each position.
Cartesian coordinates (Å):
1 C 2.18 1.25 0.22  N2 1.577, H8 1.118, H9 1.202, H10 1.164
2 N 1.27 0.47 1.25  C1 1.577, C3 1.518, H11 1.062
3 C -0.22 0.21 1.14  N2 1.518, C4 1.598, H12 1.140, H13 1.157
4 C -0.56 -0.55 -0.22  C3 1.598, N5 1.570, C6 1.522, H14 1.112
5 N -0.17 -2.07 -0.19  C4 1.570, H15 1.013, H16 1.037
6 C -2.04 -0.32 -0.53  C4 1.522, S7 1.805, H17 1.142, H18 1.112
7 S -2.73 0.14 -2.13  C6 1.805, H19 1.366
8 H 2.63 0.44 -0.41  C1 1.118
9 H 3.11 1.82 0.72  C1 1.202
10 H 1.57 1.97 -0.46  C1 1.164
11 H 1.71 0.58 2.22  N2 1.062
12 H -0.75 0.23 2.15  C3 1.140
13 H -0.49 1.28 0.80  C3 1.157
14 H 0.09 -0.03 -0.96  C4 1.112
15 H 0.68 -2.03 0.37  N5 1.013
16 H 0.20 -2.25 -1.13  N5 1.037
17 H -2.53 -1.34 -0.37  C6 1.142
18 H -2.37 0.35 0.29  C6 1.112
19 H -1.56 -0.15 -2.77  S7 1.366

Atom charges from the Löwdin analysis, given in e for atoms 1 to 8: number 1, C, carries -0.12; number 2, N, carries -0.18; number 3, C, carries -0.19; number 4, C, carries -0.41; number 5, N, carries 0.03; number 6, C, carries -0.60; number 7, S, carries 0.68; number 8, H, carries 0.05

***

Model S:
A single C4H12N2S molecule, computed with the ωB97M-V functional and the def2-TZVPD basis.

Bonds (Å) are listed after each position.
Cartesian coordinates (Å):
1 N 2.86 -0.13 -0.86  C2 1.477, H8 1.015, H9 1.016
2 C 1.93 -1.28 -0.78  N1 1.477, C3 1.519, H10 1.097, H11 1.085
3 C 0.49 -0.82 -0.89  C2 1.519, N4 1.420, H12 1.097, H13 1.112
4 N 0.05 -0.07 0.23  C3 1.420, C5 1.451, H14 1.010
5 C -1.37 0.24 0.30  N4 1.451, C6 1.520, H15 1.086, H16 1.092
6 C -1.63 1.06 1.55  C5 1.520, S7 1.847, H17 1.084, H18 1.079
7 S -3.41 1.05 2.04  C6 1.847, H19 1.338
8 H 3.70 -0.37 -1.38  N1 1.015
9 H 2.42 0.57 -1.45  N1 1.016
10 H 2.00 -1.65 0.25  C2 1.097
11 H 2.09 -2.05 -1.52  C2 1.085
12 H -0.13 -1.72 -0.97  C3 1.097
13 H 0.34 -0.31 -1.86  C3 1.112
14 H 0.63 0.73 0.41  N4 1.010
15 H -1.95 -0.68 0.38  C5 1.086
16 H -1.67 0.82 -0.57  C5 1.092
17 H -1.18 0.56 2.41  C6 1.084
18 H -1.33 2.09 1.56  C6 1.079
19 H -3.82 1.96 1.15  S7 1.338

Atom charges from the Löwdin analysis, given in e for atoms 1 to 8: number 1, N, carries -0.02; number 2, C, carries -0.28; number 3, C, carries -0.29; number 4, N, carries -0.09; number 5, C, carries -0.31; number 6, C, carries -0.54; number 7, S, carries 0.68; number 8, H, carries 0.06

***

model S is favored, and the nearest alternative lies 40.0 kJ/mol above it.

***

Model P:
A single C4H12N2S molecule, computed with the ωB97M-V functional and the def2-TZVPD basis.

Bonds (Å) are listed after each position.
Cartesian coordinates (Å):
1 C -0.97 1.76 -1.25  N2 1.421, H8 1.138, H9 1.091, H10 1.094
2 N -0.64 1.40 0.08  C1 1.421, C3 1.439, H11 0.996
3 C -0.07 0.11 0.38  N2 1.439, C4 1.552, C6 1.554, H12 1.151
4 C 1.39 -0.08 -0.12  C3 1.552, N5 1.489, H13 1.110, H14 1.080
5 N 2.07 -0.85 0.96  C4 1.489, H15 1.006, H16 1.006
6 C -0.99 -1.05 -0.07  C3 1.554, S7 1.809, H17 1.084, H18 1.095
7 S -0.80 -2.62 0.81  C6 1.809, H19 1.350
8 H -0.14 1.56 -2.00  C1 1.138
9 H -1.87 1.26 -1.62  C1 1.091
10 H -1.09 2.85 -1.31  C1 1.094
11 H -0.72 1.97 0.89  N2 0.996
12 H 0.09 0.26 1.51  C3 1.151
13 H 1.81 0.94 -0.23  C4 1.110
14 H 1.55 -0.55 -1.08  C4 1.080
15 H 1.38 -1.48 1.32  N5 1.006
16 H 2.93 -1.31 0.69  N5 1.006
17 H -2.02 -0.77 0.09  C6 1.084
18 H -0.80 -1.23 -1.13  C6 1.095
19 H -1.10 -2.19 2.06  S7 1.350

Atom charges from the Löwdin analysis, given in e for atoms 1 to 8: number 1, C, carries -0.14; number 2, N, carries -0.13; number 3, C, carries -0.43; number 4, C, carries -0.24; number 5, N, carries -0.01; number 6, C, carries -0.52; number 7, S, carries 0.71; number 8, H, carries 0.10

***

Model Q:
2 unconnected molecules or ions with the total composition C4H12N2S, computed with the ωB97M-V functional and the def2-TZVPD basis.

Bonds (Å) are listed after each position.
Cartesian coordinates (Å):
1 H -1.27 -0.92 -0.50  N2 1.036
2 N -1.63 -0.07 -0.02  H1 1.036, C3 1.290
3 C -2.68 -0.53 0.56  N2 1.290, N4 1.353, H5 1.113
4 N -3.21 -1.78 0.55  C3 1.353, H6 1.008, H7 1.009
5 H -3.40 0.26 0.85  C3 1.113
6 H -2.66 -2.62 0.49  N4 1.008
7 H -4.10 -1.80 1.03  N4 1.009
8 C 1.82 -0.73 -0.40  C9 1.534, H12 1.096, H13 1.094, H14 1.099
9 C 1.86 0.70 -0.95  C8 1.534, C10 1.541, H15 1.096, H16 1.093
10 C 1.72 1.78 0.14  C9 1.541, S11 1.848, H17 1.094, H18 1.101
11 S 0.03 2.27 0.72  C10 1.848, H19 1.598
12 H 2.68 -0.87 0.27  C8 1.096
13 H 1.85 -1.43 -1.23  C8 1.094
14 H 0.99 -0.83 0.32  C8 1.099
15 H 2.81 0.86 -1.47  C9 1.096
16 H 1.11 0.94 -1.72  C9 1.093
17 H 2.24 2.71 -0.10  C10 1.094
18 H 2.21 1.30 1.00  C10 1.101
19 H -0.37 0.74 0.46  S11 1.598

Atom charges from the Löwdin analysis, given in e for atoms 1 to 8: number 1, H, carries 0.07; number 2, N, carries 0.00; number 3, C, carries -0.34; number 4, N, carries 0.09; number 5, H, carries 0.14; number 6, H, carries 0.10; number 7, H, carries 0.09; number 8, C, carries -0.13

***

model P is favored, and the nearest alternative lies 67.0 kJ/mol above it.